#A
C6H15NO3 | wB97M-V/def2-TZVPD

Computed properties:
SMILES: CCCOCCC(=O)O.N
2S+1: 1
Frontier orbital gap: 10.52 eV

Element x y z (Å)
C: -0.12517 -0.31626 -4.66520
C: -0.38856 0.37493 -3.33248
C: 0.26998 -0.34771 -2.17446
O: -0.02361 0.32283 -0.96905
C: 0.64703 -0.20826 0.14066
C: 0.20079 0.56814 1.37641
C: 0.97126 0.16149 2.60959
O: 1.86914 0.80860 3.09407
O: 0.68685 -1.07197 3.14230
H: -0.59051 0.23704 -5.49211
H: 0.95326 -0.38607 -4.87023
H: -0.53487 -1.33692 -4.67077
H: -0.01200 1.40832 -3.36131
H: -1.47129 0.43382 -3.14499
H: -0.09009 -1.39210 -2.11717
H: 1.36520 -0.38642 -2.32433
H: 0.41684 -1.28460 0.25011
H: 1.74064 -0.11718 0.00565
H: 0.37183 1.63864 1.21435
H: -0.87380 0.41159 1.54710
H: -0.04465 -1.50135 2.68146
N: -1.32312 0.78253 5.26127
H: -2.28362 0.45489 5.28894
H: -0.83335 0.42642 6.07881
H: -0.89819 0.31962 4.43136

***

#B
C6H15NO3 | wB97M-V/def2-TZVPD

Computed properties:
2S+1: 1
Frontier orbital gap: 7.83 eV

Element x y z (Å)
C: -0.04628 0.75815 1.14948
C: -0.04893 -1.57860 1.38844
C: 1.31096 1.41988 1.24271
C: -1.23324 1.63877 0.80513
O: 1.03387 -2.05107 0.95696
H: 1.35592 -1.39873 -0.21765
H: -0.26079 0.36880 2.14273
H: -0.96771 -1.58413 0.79638
H: -0.18560 -1.51961 2.47294
H: 2.09964 0.67356 1.37238
H: -1.05029 2.28268 -0.05801
H: -2.12433 1.03996 0.59265
H: 1.56340 2.00706 0.35508
H: 1.37281 2.11408 2.09193
H: -1.48788 2.31459 1.63277
C: -0.75680 -2.08685 -1.87954
C: 0.28954 -0.07953 -1.12728
N: 0.32075 1.10399 -1.80522
O: -0.87161 -0.75648 -1.33080
O: 1.42603 -0.69957 -1.01321
H: -0.57214 1.54818 -1.94378
H: 1.08009 1.72252 -1.56883
H: -0.20940 -2.06275 -2.82350
H: -0.25805 -2.76257 -1.18428
H: -1.77998 -2.41232 -2.04748

***

Verdict on stability: #A comes out on top.

***

#A
C16H16N2O4 | wB97M-V/def2-TZVPD

Computed properties:
SMILES: COc1ccc(/C=N/N=C/c2ccc(OC)c(O)c2)cc1O
2S+1: 1
Frontier orbital gap: 8.41 eV

Element x y z (Å)
C: -7.98942 -0.24700 -0.31747
O: -6.96785 0.29763 0.47786
C: -5.67708 0.02419 0.15109
C: -5.26572 -0.76535 -0.91296
C: -3.92043 -0.98017 -1.16014
C: -2.94741 -0.40879 -0.34824
C: -1.54463 -0.63841 -0.60870
N: -0.64402 -0.13256 0.13569
N: 0.62004 -0.07556 -0.01455
C: 1.54723 -0.77432 0.50712
C: 2.93803 -0.40693 0.35440
C: 3.31488 0.72998 -0.35727
C: 4.64805 1.06690 -0.50173
C: 5.63227 0.27207 0.06347
O: 6.98919 0.49593 -0.00737
C: 7.43852 1.62291 -0.71619
C: 5.26515 -0.87816 0.78515
O: 6.21963 -1.66630 1.34644
C: 3.93145 -1.20682 0.92351
C: -3.35969 0.38683 0.72661
C: -4.69541 0.60660 0.98192
O: -5.11977 1.37657 2.02030
H: -8.92186 0.10329 0.12238
H: -7.92473 0.10306 -1.35331
H: -7.97237 -1.34209 -0.30311
H: -5.99437 -1.22293 -1.56296
H: -3.62772 -1.59969 -1.99477
H: -1.29332 -1.26680 -1.46649
H: 1.33090 -1.67797 1.08182
H: 2.54908 1.34891 -0.79645
H: 4.91094 1.95286 -1.05787
H: 7.06367 2.55025 -0.27205
H: 8.52508 1.60232 -0.64547
H: 7.14262 1.57692 -1.76886
H: 7.08144 -1.27704 1.14484
H: 3.67669 -2.09411 1.48153
H: -2.60598 0.83346 1.35967
H: -4.35308 1.71030 2.50214

***

#B
C16H16N2O4 | wB97M-V/def2-TZVPD

Computed properties:
SMILES: O=C(CC[C@H]1COc2ccccc2O1)Nc1ncccc1O
2S+1: 1
Frontier orbital gap: 9.11 eV

Element x y z (Å)
O: -1.43002 -1.60296 -0.28084
C: -1.28664 -0.44587 -0.64801
C: 0.02311 0.07474 -1.20866
C: 1.14835 -0.94495 -1.05292
C: 1.58764 -1.05884 0.41251
C: 2.72120 -2.07671 0.57192
O: 3.85601 -1.68694 -0.16757
C: 4.18037 -0.36372 -0.00517
C: 5.43725 0.06596 -0.41009
C: 5.80769 1.38717 -0.24858
C: 4.92814 2.28909 0.32826
C: 3.66829 1.87570 0.71632
C: 3.27944 0.55347 0.54297
O: 2.00954 0.19545 0.92010
N: -2.25553 0.49304 -0.61878
C: -3.60867 0.49695 -0.21692
N: -4.13178 1.70282 -0.39917
C: -5.39265 1.93376 -0.08886
C: -6.21809 0.95021 0.43161
C: -5.68531 -0.30845 0.62513
C: -4.35107 -0.57810 0.30391
O: -3.90340 -1.81936 0.51690
H: 0.29345 0.99865 -0.69218
H: -0.12793 0.30487 -2.26625
H: 2.00199 -0.64377 -1.66295
H: 0.80463 -1.92424 -1.38686
H: 0.73566 -1.35413 1.03194
H: 2.97956 -2.15711 1.63720
H: 2.42624 -3.05654 0.19502
H: 6.10736 -0.65893 -0.84401
H: 6.78735 1.70996 -0.56508
H: 5.21926 3.31854 0.46875
H: 2.96210 2.56174 1.15700
H: -2.01492 1.42176 -0.94766
H: -5.73939 2.94134 -0.26790
H: -7.24629 1.15986 0.67850
H: -6.27362 -1.11886 1.02622
H: -2.94877 -1.90190 0.25480

***

Verdict on stability: #B comes out on top.

***

#A
C3H9N2O2 | wB97M-V/def2-TZVPD

Computed properties:
2S+1: 1
Frontier orbital gap: 9.64 eV
Charge: +1

Element x y z (Å)
C: 0.60335 -0.29038 -2.87562
C: -1.48422 0.32595 1.76352
C: 1.15738 -0.59796 -1.68530
N: -0.46056 0.34927 0.87924
N: 0.70667 0.10972 1.13744
O: 0.69839 -0.09264 2.45329
O: -0.81279 0.76496 -0.28242
H: -0.50749 -0.62407 -2.95124
H: 1.58068 -0.27965 2.70771
H: 0.94286 0.33952 -3.57019
H: -1.70481 -0.67103 2.17260
H: -2.44053 0.67196 1.16999
H: -1.28499 0.88418 2.67403
H: 2.18498 -0.37985 -1.64263
H: 0.77707 -1.29580 -1.01269
H: 0.04403 0.78583 -0.93773

***

#B
C3H9N2O2 | wB97M-V/def2-TZVPD

Computed properties:
2S+1: 1
Frontier orbital gap: 9.26 eV
Charge: +1

Element x y z (Å)
C: -0.71880 0.17043 0.09191
C: -1.80041 0.60268 -0.58784
N: -2.84531 -0.38043 -0.94378
N: 0.19530 0.95781 0.65832
H: -0.55968 -0.89722 0.21412
H: -2.05103 1.61198 -0.86516
H: -2.99286 -0.43767 -1.95566
H: -2.61276 -1.32666 -0.63749
H: -3.75562 -0.15459 -0.53415
H: 0.14873 1.95768 0.54899
H: 1.03260 0.59146 1.09891
O: 2.21905 -0.84002 1.74895
C: 3.07967 -0.77981 0.92097
O: 3.37267 0.35861 0.25039
H: 3.75948 -1.60691 0.67818
H: 3.52898 0.17266 -0.68666

***

Verdict on stability: #B comes out on top.

***

#A
C17H22N2O2 | wB97M-V/def2-TZVPD

Computed properties:
SMILES: O[C@H](COC[C@H]1CC=CCC1)Cn1cnc2ccccc21
2S+1: 1
Frontier orbital gap: 9.15 eV

Element x y z (Å)
O: -0.85247 -1.91190 -2.25338
C: -0.73593 -2.07688 -0.85633
C: -1.43492 -0.88187 -0.25048
O: -0.98798 0.31600 -0.97521
C: -1.72487 1.51780 -0.75586
C: -0.85424 2.73598 -1.06613
C: -0.42570 2.78203 -2.56849
C: 0.19307 4.02515 -3.06539
C: 0.31141 5.05634 -2.20244
C: -0.42052 5.11664 -0.85578
C: -1.43666 4.00957 -0.69524
C: 0.75286 -2.17760 -0.62317
N: 1.02290 -2.14021 0.84403
C: 1.56738 -1.00636 1.53445
N: 1.71736 -1.19719 2.81518
C: 1.43872 -2.55912 2.99252
C: 1.75242 -3.33071 4.10092
C: 1.63866 -4.72120 3.93789
C: 1.16422 -5.33417 2.76833
C: 0.80438 -4.54576 1.67290
C: 1.05759 -3.14314 1.78105
H: -0.74699 -0.95669 -2.44956
H: -1.21226 -3.00361 -0.58888
H: -1.13242 -0.83073 0.76305
H: -2.58124 -1.05911 -0.24966
H: -2.56307 1.57033 -1.38433
H: -2.03421 1.47345 0.33261
H: -0.00099 2.67727 -0.42988
H: -1.35133 2.55857 -3.22175
H: 0.21512 1.86580 -2.72567
H: 0.37817 4.20938 -4.15564
H: 0.80839 5.95779 -2.49393
H: 0.38115 4.95930 -0.13457
H: -0.77918 6.09917 -0.78894
H: -1.70182 4.00092 0.33542
H: -2.33098 4.05044 -1.32207
H: 1.16984 -3.07588 -1.07390
H: 1.30365 -1.35270 -1.00588
H: 2.16342 -0.16102 1.05376
H: 1.94777 -2.85271 5.03927
H: 1.96509 -5.36901 4.74933
H: 0.94465 -6.33983 2.80066
H: 0.60960 -4.95453 0.67118

***

#B
C17H22N2O2 | wB97M-V/def2-TZVPD

Computed properties:
SMILES: CCOC(=O)C[C@H](c1ccc(N)cc1)n1c(C)ccc1C
2S+1: 1
Frontier orbital gap: 8.18 eV

Element x y z (Å)
C: 4.48796 -0.35594 2.45333
C: 3.05609 -0.94162 2.12895
O: 2.69840 -0.45568 0.87514
C: 2.02914 0.79836 1.17318
O: 2.03744 1.58691 2.23756
C: 1.32964 0.98895 -0.22168
C: 0.18783 -0.13892 -0.47736
C: -0.65602 0.63220 -1.65190
C: -2.12644 -0.23841 -1.62267
C: -2.94222 0.38824 -2.41473
C: -2.75175 1.45200 -3.39027
N: -3.60102 1.78771 -4.33219
C: -1.53502 1.87497 -3.34276
C: -0.42929 1.47550 -2.51685
N: -0.27512 -0.79606 0.59294
C: -0.19260 -1.87723 0.96538
C: 0.58467 -2.78886 -0.05214
C: -0.83173 -2.27561 1.93630
C: -1.52711 -0.99380 2.47086
C: -0.93499 0.03287 1.35983
C: -1.49653 1.39455 1.59210
H: 4.44307 0.83257 2.59421
H: 5.12806 -0.56225 1.83809
H: 5.08773 -0.85517 3.38516
H: 3.01575 -2.10789 2.01526
H: 2.51027 -0.70956 3.02808
H: 0.83956 1.95417 -0.03663
H: 2.06102 1.23878 -0.98135
H: 0.81719 -0.83494 -0.92538
H: -2.25420 -0.96031 -0.93272
H: -4.05007 -0.01596 -2.38035
H: -3.72722 2.56787 -4.65929
H: -4.57389 1.36268 -4.27079
H: -1.15652 2.86678 -4.06147
H: 0.38924 2.04618 -2.44032
H: 0.49263 -3.84282 0.51841
H: 1.46318 -2.76423 -0.16768
H: 0.03752 -2.96794 -0.88921
H: -0.93093 -3.21179 2.48620
H: -2.07847 -0.78250 3.51922
H: -1.70292 1.85763 0.67889
H: -0.58960 1.73725 1.81861
H: -2.33273 1.60132 2.10005

***

Verdict on stability: #A comes out on top.